(1)
Molecular formula: C20H23BrN8O2
Method: DFT, ωB97M-V/def2-TZVPD

ORCA input file:
```
! wB97M-V def2-TZVPD RIJCOSX def2/J DEFGRID3
* xyz 0 1
Br -4.08 3.13 4.28
O -0.25 -4.35 -1.97
O 2.66 -2.20 -3.61
N 0.96 3.34 1.89
N 1.29 -2.96 -1.10
N -2.40 3.23 0.50
N 1.51 -0.06 2.30
N -0.71 3.26 3.57
N 0.63 -1.93 -4.44
N -3.43 3.18 1.39
N 0.36 3.35 -0.36
C 1.22 -0.34 0.10
C 0.01 3.31 0.97
C -0.91 -0.07 3.09
C -1.64 3.24 2.62
C -3.00 3.19 2.70
C 0.14 -0.13 2.17
C 2.15 -0.20 1.08
C 1.09 -5.21 -0.21
C -0.83 -1.76 -4.39
C 1.47 -2.02 -3.40
C -0.08 -0.27 0.77
C 0.56 3.31 3.16
C 1.52 -0.53 -1.36
C -1.33 3.26 1.28
C 1.75 3.21 -0.82
C -1.42 -0.34 0.33
C -2.23 -0.15 2.63
C 0.66 -4.13 -1.18
C 0.96 -1.82 -1.96
C -2.48 -0.28 1.25
H -1.23 -1.80 -5.40
H -1.08 -0.80 -3.95
H 3.22 -0.19 0.93
H -0.40 3.09 -0.97
H 0.46 -6.08 -0.35
H 2.13 -5.47 -0.41
H -1.63 -0.44 -0.72
H 1.06 -2.06 -5.34
H 2.34 4.08 -0.51
H -0.12 -1.73 -1.97
H 1.11 0.32 -1.91
H 1.79 3.13 -1.91
H 2.00 0.09 3.17
H 2.02 -2.85 -0.42
H -1.28 -2.57 -3.80
H -3.05 -0.11 3.33
H 1.33 3.33 3.93
H -3.50 -0.35 0.90
H 2.21 2.31 -0.39
H -0.71 0.05 4.14
H 2.60 -0.51 -1.49
H 0.99 -4.84 0.81
H -4.41 3.14 1.12
*
```

- LUMO: 0.2 eV
- Kohn-Sham gap: 0.3053 Ha
- Structure (SMILES): CNC(=O)[C@H](Cc1c[nH]c2ccccc12)NC(C)=O.CNc1ncnc2c(Br)[nH]nc12
- E_HOMO: -8.09 eV

(2)
Molecular formula: C20H23Cl3FGeNO3PtS3
Method: DFT, ωB97M-V/def2-TZVPD

ORCA input file:
```
! wB97M-V def2-TZVPD RIJCOSX def2/J DEFGRID3
* xyz 3 2
Pt -1.26 -0.78 1.85
Ge -3.11 -1.53 -0.71
Cl -2.78 -1.82 -2.74
Cl -4.96 -2.11 -0.02
Cl -1.55 -2.75 0.38
S 0.68 -0.67 3.38
S -2.30 -2.18 3.43
S -2.21 1.09 3.08
F 4.83 -1.32 -0.34
O 0.20 -0.13 0.61
O -2.54 0.04 -0.09
O -2.84 1.70 -1.62
N 0.86 1.04 -3.30
C -0.96 1.40 4.37
C 0.31 0.18 -0.66
C 3.87 -0.74 -1.04
C -3.51 0.21 3.98
C 0.14 -1.68 4.79
C 1.89 0.45 -2.55
C 4.16 -0.27 -2.32
C 1.61 -0.01 -1.25
C 3.49 0.80 -4.48
C -2.09 0.93 -1.13
C 2.24 0.79 -5.34
C 0.43 1.03 3.92
C -0.82 -2.76 4.33
C 3.19 0.32 -3.09
C -0.12 1.61 -5.55
C -0.33 1.16 -2.78
C 1.13 1.59 -4.68
C -3.09 -1.07 4.64
C 2.62 -0.63 -0.50
C -0.68 0.72 -1.49
H 1.16 1.24 4.72
H -3.97 -1.58 5.02
H -4.28 0.04 3.22
H -1.27 0.91 5.29
H 1.03 -2.16 5.20
H -0.27 -1.04 5.57
H -3.94 0.91 4.71
H -1.18 -3.35 5.18
H 0.18 1.89 -6.56
H 2.42 -1.00 0.50
H -2.41 -0.93 5.48
H -1.10 1.62 -3.38
H 4.28 0.19 -4.92
H -0.85 2.36 -5.23
H 5.17 -0.39 -2.71
H 1.90 -0.24 -5.52
H 2.45 1.23 -6.31
H -0.59 0.63 -5.59
H 0.73 1.61 3.05
H 1.48 2.61 -4.54
H 3.89 1.82 -4.42
H -0.98 2.48 4.57
H -0.35 -3.45 3.63
*
```

- LUMO (alpha / beta): -11.1 / -11.5 eV
- Kohn-Sham gap (alpha / beta): 0.2038 / 0.1883 Ha
- E_HOMO (alpha / beta): -16.65 / -16.65 eV

(3)
Molecular formula: C20H23CrN3O2
Method: DFT, ωB97M-V/def2-TZVPD

ORCA input file:
```
! wB97M-V def2-TZVPD RIJCOSX def2/J DEFGRID3
* xyz -1 4
Cr -0.24 0.13 -0.24
O -0.45 0.26 1.77
O -0.47 2.00 -0.43
N -0.92 -0.10 -2.05
N 1.38 -0.28 -0.29
N -1.43 -1.64 -0.02
C 3.75 0.08 -0.53
C -1.63 -2.32 1.04
C -1.24 -2.50 4.74
C 2.42 1.64 0.89
C -1.98 -2.09 -1.29
C -0.72 -1.23 5.02
C -0.72 -0.63 2.65
C 0.31 4.31 -3.77
C -0.20 2.70 -1.52
C -0.69 0.79 -3.05
C 2.77 -0.73 1.63
C -0.33 2.14 -2.83
C -0.06 2.99 -3.93
C 0.19 4.03 -1.39
C -1.51 -2.82 3.43
C -0.48 -0.32 4.03
C -1.13 -1.48 -2.40
C 0.44 4.84 -2.49
C 2.56 0.19 0.43
C -1.25 -1.92 2.37
H -0.08 0.66 4.24
H 0.73 5.88 -2.35
H -2.18 -3.27 0.97
H -0.76 0.45 -4.08
H -1.44 -3.21 5.53
H -0.18 -2.03 -2.45
H 3.69 -0.46 2.17
H 4.67 0.39 -0.05
H -1.63 -1.59 -3.37
H 2.84 -1.77 1.31
H 1.93 -0.63 2.32
H -2.02 -3.18 -1.34
H 3.58 0.71 -1.41
H 2.24 2.30 0.03
H -3.00 -1.70 -1.38
H 0.28 4.42 -0.38
H -0.52 -0.96 6.05
H -1.93 -3.79 3.18
H 1.57 1.75 1.57
H -0.16 2.58 -4.93
H 3.33 1.96 1.39
H 3.86 -0.95 -0.87
H 0.50 4.93 -4.64
*
```

- LUMO (alpha / beta): 2.9 / 2.9 eV
- Kohn-Sham gap (alpha / beta): 0.1692 / 0.2663 Ha
- E_HOMO (alpha / beta): -1.66 / -4.33 eV

(4)
Molecular formula: C20H23IrN5OS2
Method: DFT, ωB97M-V/def2-TZVPD

ORCA input file:
```
! wB97M-V def2-TZVPD RIJCOSX def2/J DEFGRID3
* xyz 2 2
Ir -0.03 -1.50 -0.15
S -0.04 -1.30 2.24
S -0.28 0.97 -0.09
O -6.75 -3.09 -0.88
N -4.33 -1.74 -0.72
N 1.91 4.28 -1.98
N 2.05 -1.47 -0.64
N -1.89 -1.87 -0.87
N 2.96 2.23 -1.55
C 3.79 2.82 -0.69
C -5.89 -3.37 0.20
C 4.19 -0.43 -0.32
C 0.05 0.37 2.55
C -0.09 1.33 1.57
C 2.66 -2.61 -1.02
C 5.02 0.71 0.10
C 2.06 2.98 -2.17
C 0.27 0.72 3.99
C 2.72 4.89 -1.14
C -5.21 -1.53 -1.89
C 3.71 4.19 -0.45
C 4.03 -2.73 -1.02
C 2.80 -0.40 -0.31
C 4.80 -1.64 -0.66
C -0.08 2.80 1.85
C -5.03 -2.15 0.52
C 4.83 2.04 0.01
C -3.06 -1.81 -0.80
C -6.06 -2.78 -2.07
H -5.85 -0.67 -1.68
H -0.55 1.33 4.38
H 5.88 -1.72 -0.64
H -5.43 -3.63 -2.38
H 0.35 -0.17 4.60
H -0.86 3.30 1.27
H 1.18 1.31 4.10
H -6.82 -2.61 -2.83
H 4.47 -3.67 -1.31
H 2.27 0.49 -0.03
H -4.30 -2.36 1.30
H 2.57 5.95 -1.01
H 1.41 2.49 -2.88
H -6.51 -3.62 1.05
H 2.03 -3.43 -1.32
H -0.23 3.01 2.91
H -5.24 -4.23 -0.04
H 5.94 0.41 0.57
H -4.61 -1.33 -2.77
H 0.88 3.24 1.55
H -5.68 -1.32 0.83
H 4.39 4.69 0.23
H 5.58 2.66 0.48
*
```

- LUMO (alpha / beta): -8.5 / -8.5 eV
- Kohn-Sham gap (alpha / beta): 0.2065 / 0.2068 Ha
- E_HOMO (alpha / beta): -14.12 / -14.11 eV